[1]
One molecule with the formula C16H19NO3, computed with the ωB97M-V functional and the def2-TZVPD basis.

Each line ends with the Löwdin charge.
Geometry (Å):
C 3.4431 3.2407 -0.8443  -0.0359
C 3.3976 3.2456 0.6519  -0.2071
C 4.1045 4.1658 1.4031  -0.0498
C 4.0522 4.1557 2.7886  -0.0994
C 3.2800 3.2103 3.4325  -0.0933
C 2.5611 2.2763 2.7021  -0.0248
C 2.6150 2.2869 1.3155  -0.2273
O 1.9460 1.4145 0.5045  -0.0479
C 1.1628 0.4003 1.0904  -0.2125
C 0.5833 -0.4412 -0.0436  -0.1582
C -0.3191 -1.5552 0.4892  -0.1101
C -0.8388 -2.4015 -0.6629  -0.5097
O -0.3727 -3.4782 -0.9615  0.0649
N -1.8415 -1.8161 -1.3582  0.0722
C -2.4978 -2.4732 -2.4736  -0.0900
C -3.8847 -2.8996 -2.1219  -0.2650
C -4.3557 -4.0157 -1.4955  -0.0184
C -5.7587 -3.8503 -1.3928  -0.0636
C -6.0344 -2.6460 -1.9598  -0.1265
O -4.9085 -2.0597 -2.4004  0.0425
H 3.8031 2.2780 -1.2040  0.0852
H 2.4426 3.3835 -1.2499  0.0847
H 4.0944 4.0276 -1.2151  0.0763
H 4.7084 4.9040 0.8951  0.1091
H 4.6122 4.8824 3.3572  0.0980
H 3.2292 3.1899 4.5110  0.1012
H 1.9641 1.5469 3.2271  0.1010
H 1.7772 -0.2292 1.7490  0.1362
H 0.3499 0.8410 1.6868  0.1353
H 1.4055 -0.8762 -0.6132  0.1310
H 0.0253 0.2161 -0.7132  0.1188
H 0.2540 -2.2055 1.1509  0.1251
H -1.1535 -1.1292 1.0502  0.1203
H -2.2437 -0.9532 -1.0291  0.1460
H -1.8869 -3.3469 -2.7125  0.1298
H -2.5302 -1.7919 -3.3291  0.1314
H -3.7729 -4.8470 -1.1568  0.1135
H -6.4585 -4.5347 -0.9596  0.0994
H -6.9537 -2.1152 -2.1083  0.1173

Its relative energy (zero: lowest compared OMol25 entry of this formula, charge and spin) is 37.22 kcal per mole. Its multiplicity is 1.

[2]
C16H20AsCl3GeO6RuS as an isolated structure, computed with the ωB97M-V functional and the def2-TZVPD basis.

Each line ends with the Löwdin charge.
Geometry (Å):
Ru -1.1405 0.0430 -0.5386  1.0183
C -2.2554 1.6043 0.4443  -0.4131
C -1.1769 2.1962 -0.2367  -0.3344
C -0.0756 2.3303 0.7825  -0.1833
C -0.3715 1.5660 1.8664  -0.2159
C -1.6741 1.0200 1.6495  -0.1885
C -2.3735 0.1182 2.5949  -0.0365
C 0.5815 1.2059 2.9633  -0.0035
C 1.1319 3.1631 0.6088  0.0067
C -1.2510 3.0970 -1.4289  -0.0380
C -3.7049 1.9108 0.2320  -0.0717
H -3.3769 -0.1316 2.2562  0.0348
H -2.4457 0.6068 3.5703  0.1056
H -1.7950 -0.7983 2.7315  0.0923
H 1.4516 0.6929 2.5497  0.0960
H 0.1184 0.5427 3.6925  0.0791
H 0.9338 2.0928 3.4922  0.0861
H 1.8433 2.6670 -0.0628  0.0757
H 1.6302 3.3397 1.5591  0.0886
H 0.8715 4.1219 0.1540  0.0945
H -0.2894 3.1202 -1.9430  0.0887
H -1.5020 4.1191 -1.1312  0.0978
H -2.0029 2.7532 -2.1365  0.0535
H -4.3593 1.0782 0.4620  -0.0065
H -3.8948 2.2218 -0.7913  0.0610
H -3.9725 2.7402 0.8942  0.1027
O 1.0904 0.0830 -2.9032  -0.2462
As 1.9985 0.0110 -1.4043  0.9178
O 3.1871 1.1249 -1.4362  -0.4395
O 0.8199 0.3221 -0.2195  -0.5221
C 2.6227 -1.7826 -1.1435  -0.2344
C 3.9799 -1.9553 -1.3896  -0.0809
C 4.5658 -3.2011 -1.2196  -0.0642
C 3.7984 -4.2726 -0.8000  -0.0572
C 2.4457 -4.1065 -0.5403  -0.0460
C 1.8566 -2.8607 -0.6992  -0.2493
S 0.1290 -2.7547 -0.2774  0.4419
O -0.4195 -1.7558 -1.2833  -0.5714
O -0.4341 -4.0536 -0.4996  -0.3022
O 0.0240 -2.2236 1.0626  -0.3292
H 1.5646 0.6743 -3.5029  0.0531
H 4.5669 -1.1023 -1.7069  0.1033
H 5.6215 -3.3298 -1.4187  0.1088
H 4.2492 -5.2479 -0.6713  0.1104
H 1.8325 -4.9378 -0.2216  0.1163
Cl -2.8576 0.0495 -2.1940  0.1969
Ge -3.0428 -1.5971 -0.4004  0.0667
Cl -3.4380 -3.2115 -1.7180  0.1891
Cl -5.0610 -1.2934 0.3526  0.1483

Its relative energy (zero: lowest compared OMol25 entry of this formula, charge and spin) is 68.64 kcal per mole. Its multiplicity is 1.

[3]
C16H20B2F20O8Sn2 as an isolated structure, computed with the ωB97M-V functional and the def2-TZVPD basis.

Each line ends with the Löwdin charge.
Geometry (Å):
Sn 0.2571 -3.2483 1.0821  1.3272
Sn 2.4941 1.7675 1.7600  1.9444
B 0.1810 -0.0270 0.1565  -1.6266
F 0.0766 -0.2885 1.5094  0.0561
F -0.0898 1.2696 -0.1325  0.1488
F 1.4965 -0.0298 -0.2796  0.0920
F -0.6174 -0.8767 -0.5170  0.1542
B 3.3564 -1.8942 2.3863  -1.3691
F 3.2677 -2.5205 1.1031  0.0362
F 3.3706 -2.7929 3.4709  0.1231
F 4.3533 -0.9588 2.3787  0.1324
F 2.2148 -1.1279 2.5275  0.0295
C -1.8045 5.5719 -0.3789  -0.0479
C -0.5634 4.7815 -0.2964  -0.2416
O 0.2807 5.0038 -1.4495  0.0400
C 1.5903 4.5399 -1.4361  -0.2609
O 2.1258 3.8263 -0.5517  0.0034
C 2.3859 5.0430 -2.6090  -0.4910
F 3.2630 6.0358 -2.2998  0.1641
F 3.2208 4.0314 -3.0173  0.1285
F 1.5744 5.4182 -3.6072  0.1876
H -2.3521 5.1171 0.4466  0.0904
H -2.3043 5.3094 -1.3113  0.1001
H -1.5454 6.6243 -0.2634  0.0971
H -0.8470 3.7396 -0.1478  0.1160
H 0.0683 5.0825 0.5394  0.1246
C -3.4168 -5.7684 -2.4019  -0.0607
C -4.1168 -5.0155 -1.3343  -0.2931
O -4.2986 -3.6893 -1.5867  0.0203
C -3.3273 -2.7123 -1.2665  -0.2162
O -2.2295 -3.0274 -0.7564  0.0108
C -3.7236 -1.3279 -1.7748  -0.5063
F -4.9663 -1.1803 -2.3200  0.1584
F -3.6445 -0.4429 -0.7831  0.1653
F -2.7984 -0.9264 -2.6767  0.1611
H -3.4354 -6.8544 -2.3103  0.0893
H -2.3663 -5.4840 -2.4626  0.0813
H -3.9860 -5.5789 -3.3119  0.0902
H -3.6047 -5.1721 -0.3849  0.1265
H -5.1124 -5.4524 -1.2569  0.1366
C -2.8649 1.6832 3.4188  -0.0649
C -2.4391 0.2730 3.1248  -0.2291
O -3.2229 -0.5972 3.9383  0.0173
C -3.0981 -1.9480 3.6062  -0.2778
O -2.5676 -2.3473 2.5764  0.0468
C -4.0250 -2.8782 4.4527  -0.5156
F -5.0207 -2.1731 4.9184  0.2097
F -4.5441 -3.8038 3.5998  0.1443
F -3.2678 -3.5294 5.3863  0.1509
H -2.5906 2.0701 4.4002  0.0810
H -3.9498 1.7879 3.4315  0.0866
H -2.5890 2.4180 2.6624  0.0706
H -1.3659 0.1840 3.2934  0.1183
H -2.7533 0.0805 2.0989  0.1246
C 3.6824 0.7940 -3.3421  -0.0305
C 3.9757 -0.5214 -2.5192  -0.1579
O 5.2316 -0.5716 -1.8682  0.0808
C 5.4946 0.0963 -0.7859  -0.3706
O 4.6675 0.7830 -0.2087  0.0399
C 6.9292 0.0542 -0.3376  -0.5937
F 7.4172 1.2780 -0.3049  0.2013
F 6.9320 -0.4501 0.8979  0.1860
F 7.6722 -0.6902 -1.1206  0.2133
H 4.2819 0.8178 -4.2521  0.0781
H 3.8337 1.7133 -2.7763  0.0518
H 2.6411 0.7663 -3.6631  0.0819
H 4.0286 -1.4028 -3.1583  0.1322
H 3.0848 -0.6518 -1.9049  0.1024

Its multiplicity is 2. Its charge is +1.

[4]
C16H20B2F20O8Sn2 as an isolated structure, computed with the ωB97M-V functional and the def2-TZVPD basis.

Each line ends with the Löwdin charge.
Geometry (Å):
Sn -5.6132 3.0030 -1.5321  1.8808
Sn -3.2164 -2.5976 4.9516  1.8929
B -1.7437 -0.9730 0.0525  -1.5291
F -1.7347 -2.1673 0.6651  0.1592
F -0.6336 -0.9022 -0.6519  0.2066
F -2.8202 -0.7872 -0.7833  0.1084
F -1.7537 0.0194 0.9945  0.1158
B -6.5061 1.8857 3.8194  -1.3867
F -5.5709 2.8606 3.4459  0.0896
F -6.2451 1.2772 4.9837  0.1688
F -7.7515 2.3880 3.6271  0.1633
F -6.1767 0.9606 2.8152  0.0569
C -3.7892 5.4847 8.1458  -0.0576
C -2.4893 4.6583 8.3375  -0.2172
O -1.4400 4.8678 7.4167  0.0231
C -1.1256 4.0189 6.3859  -0.2881
O -1.2795 2.7850 6.4537  0.1028
C -0.4745 4.7193 5.1878  -0.5487
F 0.5831 4.0153 4.7486  0.1646
F -1.3659 4.7905 4.2008  0.1740
F -0.0681 5.9460 5.5375  0.1755
H -3.6436 6.5629 8.0793  0.0780
H -4.6025 5.2358 8.8274  0.0840
H -4.1159 5.2040 7.1445  0.0696
H -2.8770 3.6416 8.4023  0.1171
H -2.1427 5.0072 9.3103  0.1246
C -3.7855 -3.8149 -4.8688  -0.0471
C -3.2566 -2.5798 -5.5980  -0.1923
O -4.0302 -2.1630 -6.6848  0.0325
C -5.1760 -1.5631 -6.5965  -0.3235
O -5.5818 -1.2490 -5.4588  0.0774
C -5.8702 -1.1414 -7.9694  -0.5378
F -6.1141 0.1801 -8.0963  0.1417
F -5.2193 -1.4632 -9.0682  0.1927
F -7.0815 -1.6648 -8.0497  0.1765
H -4.7167 -3.4710 -4.4185  0.0646
H -3.1862 -4.0913 -4.0013  0.0839
H -4.0578 -4.7329 -5.3896  0.0895
H -2.3433 -2.9270 -6.0812  0.1303
H -3.1048 -1.6566 -5.0388  0.1331
C 5.8634 -1.5648 4.0382  -0.0643
C 5.1725 -1.1673 2.8109  -0.2757
O 4.6985 -2.2223 2.0397  -0.0002
C 3.6698 -3.0756 2.5064  -0.1985
O 2.9616 -2.7413 3.5190  0.0811
C 3.4546 -4.4574 1.8095  -0.5255
F 4.6394 -4.9948 1.4756  0.1736
F 2.7886 -5.3195 2.6121  0.1498
F 2.6998 -4.2624 0.7258  0.1739
H 6.6099 -0.8539 4.3923  0.0940
H 6.3002 -2.5492 3.8702  0.0971
H 5.1362 -1.7175 4.8356  0.0780
H 5.8960 -0.7076 2.1376  0.1345
H 4.3656 -0.4413 2.9108  0.1325
C 4.8239 -2.2520 -4.8306  -0.0605
C 4.6264 -0.7988 -4.3740  -0.2322
O 5.0833 0.1036 -5.3415  0.0050
C 6.3759 0.5661 -5.4058  -0.2850
O 7.2534 -0.0229 -4.7513  0.1346
C 6.5324 1.7835 -6.2818  -0.6143
F 5.3729 2.3841 -6.3588  0.1933
F 7.4228 2.6208 -5.8077  0.2105
F 6.8648 1.3840 -7.5111  0.1837
H 4.1340 -2.5272 -5.6283  0.0725
H 4.7429 -2.9188 -3.9722  0.0780
H 5.7908 -2.4402 -5.2971  0.0771
H 5.1975 -0.6745 -3.4539  0.1150
H 3.6429 -0.6994 -3.9147  0.1223

Its relative energy (zero: lowest compared OMol25 entry of this formula, charge and spin) is 381.40 kcal per mole. Its multiplicity is 1. Its charge is +2.

[5]
C16H20BF5NS6Sn as an isolated structure, computed with the ωB97M-V functional and the def2-TZVPD basis.

Each line ends with the Löwdin charge.
Geometry (Å):
Sn 0.9740 0.4703 0.1349  1.0575
C 0.7738 -3.0232 -3.2738  -0.5482
C 0.5664 -3.8618 -2.0153  -0.5585
S 1.6896 -3.3310 -0.6935  0.8419
C 0.9022 -4.0302 0.7790  -0.5525
C -0.1561 -3.1684 1.4551  -0.5411
S -1.7235 -3.1824 0.5424  0.8575
C -2.4138 -1.5600 0.9667  -0.5352
C -3.4479 -1.1351 -0.0758  -0.5655
S -2.8074 -0.2471 -1.5189  0.8452
C -2.2745 -1.5878 -2.6177  -0.5414
C -1.2244 -1.0702 -3.6016  -0.5517
S 0.5109 -1.2357 -3.1168  0.8337
H 0.1198 -3.3959 -4.0662  0.0755
H 1.7997 -3.1391 -3.6291  0.0640
H 0.7572 -4.9113 -2.2540  0.0737
H -0.4553 -3.7696 -1.6593  0.0037
H 1.7276 -4.1575 1.4826  0.0694
H 0.5263 -5.0309 0.5525  0.0719
H 0.1915 -2.1383 1.5285  -0.0132
H -0.3206 -3.5430 2.4681  0.0756
H -1.5935 -0.8416 0.9941  0.0010
H -2.8799 -1.6030 1.9527  0.0738
H -4.1444 -0.4296 0.3819  0.0634
H -4.0493 -1.9851 -0.4088  0.0664
H -3.1361 -1.9719 -3.1697  0.0726
H -1.8738 -2.3880 -2.0047  0.0070
H -1.3491 0.0020 -3.7661  0.0579
H -1.3554 -1.5509 -4.5745  0.0680
S 1.6827 -0.2152 3.2433  0.4745
C 1.3397 1.4208 3.0185  -1.1952
N 0.9132 1.9990 1.9112  -0.1399
C 0.6498 3.3476 2.0722  -0.2999
C 0.0701 4.1859 1.1243  -0.0162
C -0.1518 5.5110 1.4484  -0.0931
C 0.1841 6.0135 2.7063  -0.1155
C 0.7292 5.1810 3.6675  -0.1109
C 0.9500 3.8493 3.3460  -0.4840
S 1.5359 2.5583 4.3471  0.9907
H -0.2002 3.8053 0.1509  0.0930
H -0.5934 6.1667 0.7101  0.0967
H 0.0065 7.0561 2.9364  0.0908
H 0.9720 5.5562 4.6528  0.0984
F 4.0718 -0.1231 -0.6020  0.1212
B 3.2834 0.5303 0.2605  -0.7858
F 3.9691 1.2182 1.1735  0.1305
F 0.0877 2.7037 -1.9105  -0.0271
C 1.2621 2.1517 -1.4310  -0.6892
F 1.8821 1.6626 -2.5542  -0.0208
F 2.0218 3.2374 -1.0636  0.0092

Its relative energy (zero: lowest compared OMol25 entry of this formula, charge and spin) is 5.30 kcal per mole. Its multiplicity is 1. Its charge is -1.

Largest force on an atom, respectively: 0.91, 1.25, 5.58, 6.49, 0.44 eV/Å.
Energy, respectively: -24532.7087, -197542.0397, -100663.3326, -100641.2124, -103519.4468 eV.